This record from OMol25 describes 2 unconnected molecules or ions with the total composition C6H10N2O5S in a non-equilibrium geometry. The level of theory is ωB97M-V/def2-TZVPD.

```
24
Properties=species:S:1:pos:R:3
O 3.9897 -3.7795 2.0472
C 3.4330 -3.4473 1.0877
N 2.8008 -3.1532 0.0722
N 2.1782 -1.8511 0.0673
S 3.2273 -0.4942 0.0195
C 1.1694 -1.7683 1.0850
O 1.3346 -1.3773 2.1848
O -0.0560 -2.1295 0.6331
H 4.1642 -0.7566 0.9696
H -0.0848 -3.0850 0.5447
C -3.0974 0.9098 -1.1819
C -1.7670 0.3288 -0.7481
O -0.6695 0.9864 -1.3859
C -0.1059 2.1121 -0.9115
C -0.8003 2.8808 0.1888
O 0.9057 2.5124 -1.4138
H -3.1926 1.9575 -0.8957
H -3.9204 0.3544 -0.7311
H -3.1938 0.8607 -2.2665
H -1.6426 0.3311 0.3352
H -1.7019 -0.7096 -1.0645
H -1.4275 3.6483 -0.2622
H -0.0399 3.3607 0.7996
H -1.4052 2.2644 0.8501
```

Results
energy above the lowest of the compared OMol25 structures with the same formula, charge and spin: 103.2 kJ/mol
frontier orbital gap: 9.81 eV
total charge: 0
LUMO: 0.1 eV
HOMO: -9.747 eV
SMILES: O=C=NN(S)C(=O)O.CCOC(C)=O
E: -1118.45275 Eh

Here are the Mulliken charges for atoms 1 to 2, given in e: O -0.366; C 0.777